# 1
{"formula": "C15H19PSi", "method": "ωB97M-V/def2-TZVPD", "elements": ["C", "C", "C", "C", "C", "C", "C", "C", "C", "C", "C", "C", "P", "C", "C", "C", "Si", "H", "H", "H", "H", "H", "H", "H", "H", "H", "H", "H", "H", "H", "H", "H", "H", "H", "H", "H"], "coordinates": [[3.577, 1.795, 0.921], [-1.256, -0.354, -4.055], [3.846, 0.454, 0.987], [2.360, 2.236, 0.453], [0.085, -0.542, -3.836], [-2.153, -0.571, -3.032], [2.868, -0.470, 0.648], [1.406, 1.324, 0.071], [0.579, -0.860, -2.575], [-1.678, -0.838, -1.755], [1.624, -0.025, 0.217], [-0.300, -0.913, -1.539], [0.352, -1.334, 0.019], [-2.912, -1.330, 1.579], [-0.363, -0.706, 3.094], [-1.530, 1.379, 1.268], [-1.243, -0.495, 1.466], [4.308, 2.467, 1.293], [-1.633, -0.211, -5.064], [4.797, 0.106, 1.349], [2.122, 3.288, 0.387], [0.753, -0.431, -4.670], [-3.226, -0.534, -3.224], [3.106, -1.490, 0.719], [0.436, 1.604, -0.338], [1.598, -1.136, -2.433], [-2.369, -0.952, -0.940], [-2.851, -2.427, 1.612], [-3.417, -1.001, 2.482], [-3.564, -1.004, 0.780], [-0.606, -1.700, 3.502], [0.721, -0.594, 2.986], [-0.681, 0.048, 3.816], [-0.605, 1.893, 1.541], [-2.322, 1.605, 1.991], [-1.831, 1.716, 0.280]], "lumo_energy_ev": 0.89, "smiles": "C[Si](C)(C)P(c1ccccc1)c1ccccc1", "spin_multiplicity": 1, "mol_weight_g_mol": 258.38, "relative_energy_ev": 0.0650, "orbital_gap_ev": 8.8, "largest_force_ev_per_a": 2.010}

# 2
{"formula": "C6H37NO14", "method": "ωB97M-V/def2-TZVPD", "elements": ["O", "C", "C", "C", "C", "C", "C", "N", "H", "H", "H", "H", "H", "H", "H", "H", "H", "H", "H", "H", "H", "O", "H", "H", "O", "H", "H", "O", "H", "H", "O", "H", "H", "O", "H", "H", "O", "H", "H", "O", "H", "H", "O", "H", "H", "O", "H", "H", "O", "H", "H", "O", "H", "H", "O", "H", "H", "O"], "coordinates": [[-3.835, -2.187, -2.529], [-2.928, -1.985, -1.759], [-2.821, -0.680, -0.995], [-1.403, -0.142, -1.085], [-1.067, 0.898, -0.003], [-0.665, 3.327, -0.403], [-1.496, 2.296, -0.363], [-3.767, 0.320, -1.471], [-2.155, -2.756, -1.599], [-3.029, -0.879, 0.062], [-1.216, 0.274, -2.062], [-0.691, -0.956, -0.999], [-1.526, 0.603, 0.938], [0.005, 0.878, 0.177], [0.410, 3.252, -0.253], [-0.967, 4.347, -0.615], [-2.553, 2.448, -0.550], [-3.319, 0.926, -2.164], [-4.554, -0.152, -1.936], [-0.579, 2.927, 2.419], [-1.114, 1.680, 3.180], [-0.348, 2.342, 3.146], [2.386, 1.460, 3.668], [1.027, 1.619, 2.869], [1.970, 1.229, 2.815], [1.855, -0.894, -3.821], [2.786, -0.230, -2.781], [2.540, -1.084, -3.180], [-3.078, 0.881, 2.372], [-2.177, -0.354, 2.866], [-2.449, 0.580, 3.073], [2.887, 1.369, 1.315], [4.378, 1.709, 0.847], [3.531, 1.365, 0.541], [-3.993, 1.151, 0.175], [-5.089, 1.204, 1.246], [-4.166, 1.414, 1.088], [3.028, 1.453, -1.212], [3.869, 1.747, -2.478], [3.008, 1.415, -2.221], [4.004, -0.387, 0.358], [3.504, -1.426, 1.371], [4.051, -1.335, 0.560], [1.596, 1.803, -3.216], [0.870, 2.879, -4.080], [0.895, 1.940, -3.891], [1.196, -2.882, 0.255], [0.919, -3.912, 1.422], [0.562, -3.095, 1.018], [1.461, -1.942, 2.068], [1.969, -0.559, 2.697], [2.206, -1.494, 2.521], [-2.336, -2.691, 2.042], [-0.852, -2.320, 1.833], [-1.702, -1.991, 2.238], [3.086, -2.346, -0.472], [2.388, -2.275, -1.840], [2.379, -2.805, -0.996]], "lumo_energy_ev": 0.04, "spin_multiplicity": 1, "mol_weight_g_mol": 347.36, "relative_energy_ev": 0.0000, "orbital_gap_ev": 10.0, "largest_force_ev_per_a": 1.758}

# 3
{"formula": "C6H6ClFN3", "method": "ωB97M-V/def2-TZVPD", "elements": ["C", "C", "C", "C", "C", "C", "N", "N", "N", "F", "Cl", "H", "H", "H", "H", "H", "H"], "coordinates": [[-0.235, -2.326, 0.106], [0.788, -1.533, -0.280], [-1.518, -0.249, 0.260], [-1.444, -1.631, 0.348], [0.718, -0.084, -0.304], [-0.540, 1.925, 0.226], [0.645, 2.472, 0.120], [-0.481, 0.549, -0.014], [1.889, 0.523, -0.564], [-2.477, -2.228, 0.823], [-2.069, 2.605, 0.523], [-0.069, -3.413, 0.081], [1.743, -1.981, -0.573], [-2.372, 0.366, 0.518], [0.794, 3.415, 0.494], [2.699, 0.041, -0.929], [1.927, 1.551, -0.837]], "lumo_energy_ev": -4.80, "smiles": "[H]/N=C(\\Cl)n1cc(F)ccc1=[NH2+]", "total_charge": 1, "spin_multiplicity": 1, "mol_weight_g_mol": 174.59, "relative_energy_ev": 0.0000, "orbital_gap_ev": 8.3, "largest_force_ev_per_a": 4.888}

# 4
{"formula": "C42H43GeN7O3SV", "method": "ωB97M-V/def2-TZVPD", "elements": ["V", "C", "C", "C", "C", "N", "C", "C", "C", "C", "C", "C", "N", "C", "C", "C", "C", "C", "N", "H", "H", "H", "H", "H", "H", "H", "H", "H", "H", "H", "N", "C", "O", "C", "C", "H", "H", "H", "H", "H", "H", "N", "C", "H", "O", "C", "O", "C", "C", "Ge", "C", "C", "C", "C", "C", "C", "C", "C", "C", "C", "C", "C", "C", "C", "C", "C", "C", "C", "H", "H", "H", "H", "H", "H", "H", "H", "H", "H", "H", "H", "H", "H", "H", "H", "H", "H", "H", "C", "N", "C", "N", "S", "H", "H", "H", "H", "H", "H"], "coordinates": [[11.480, 10.576, 8.028], [14.379, 7.419, 9.223], [13.605, 6.988, 10.447], [12.091, 7.214, 10.486], [11.584, 8.091, 9.591], [12.403, 8.821, 8.646], [13.669, 8.542, 8.516], [10.159, 8.415, 9.540], [9.102, 7.713, 10.115], [7.808, 8.109, 9.990], [7.564, 9.365, 9.295], [8.683, 10.038, 8.799], [9.862, 9.490, 8.846], [8.672, 11.406, 8.205], [7.605, 12.283, 8.220], [7.631, 13.511, 7.530], [8.805, 13.836, 6.852], [9.879, 12.986, 7.038], [9.855, 11.791, 7.628], [14.699, 6.631, 8.471], [13.888, 5.936, 10.539], [11.451, 6.743, 11.230], [14.281, 9.051, 7.787], [9.158, 6.765, 10.611], [6.991, 7.522, 10.315], [6.543, 9.648, 9.098], [6.736, 12.012, 8.784], [6.685, 14.038, 7.406], [8.907, 14.821, 6.280], [10.802, 13.313, 6.531], [11.623, 6.293, 5.134], [11.323, 7.271, 6.033], [10.564, 7.045, 6.984], [11.852, 8.632, 5.630], [10.916, 9.713, 6.234], [11.133, 5.410, 5.176], [12.250, 6.393, 4.356], [11.775, 8.803, 4.524], [12.907, 8.662, 5.952], [9.845, 9.426, 6.293], [11.094, 10.669, 5.673], [11.871, 11.163, 11.513], [11.640, 10.948, 10.376], [11.913, 10.790, 12.476], [13.785, 12.982, 6.342], [14.010, 12.116, 7.164], [12.850, 11.548, 7.771], [15.235, 11.373, 7.720], [15.259, 11.121, 9.285], [16.479, 9.747, 9.958], [17.941, 9.618, 8.762], [19.054, 10.448, 8.897], [19.974, 10.533, 7.924], [20.008, 9.627, 6.892], [18.861, 8.900, 6.620], [17.833, 8.945, 7.586], [17.243, 10.158, 11.625], [16.592, 11.093, 12.484], [17.113, 11.412, 13.743], [18.188, 10.682, 14.233], [18.829, 9.770, 13.468], [18.305, 9.459, 12.184], [15.486, 8.027, 10.150], [16.541, 6.984, 10.323], [16.840, 6.519, 11.536], [16.103, 6.922, 12.713], [14.983, 7.596, 12.627], [14.443, 7.985, 11.281], [16.159, 11.951, 7.434], [15.609, 10.508, 7.099], [14.231, 10.821, 9.546], [15.434, 12.046, 9.842], [19.190, 11.133, 9.782], [20.761, 11.307, 7.996], [20.885, 9.625, 6.287], [18.788, 8.174, 5.818], [16.989, 8.309, 7.353], [15.712, 11.611, 12.138], [16.716, 12.194, 14.317], [18.610, 10.903, 15.198], [19.672, 9.167, 13.802], [18.808, 8.779, 11.532], [16.994, 6.490, 9.473], [17.529, 5.690, 11.597], [16.393, 6.607, 13.657], [14.328, 7.623, 13.535], [13.837, 8.872, 11.318], [12.149, 7.339, 17.492], [11.601, 7.773, 16.249], [12.198, 8.611, 15.393], [13.407, 9.164, 15.750], [11.468, 9.009, 13.885], [11.542, 6.476, 17.848], [12.087, 8.138, 18.242], [13.156, 7.027, 17.428], [10.777, 7.251, 15.931], [13.600, 9.151, 16.781], [13.696, 10.012, 15.334]], "lumo_energy_ev": [-6.01, -6.00], "s_squared": 0.778, "total_charge": 2, "spin_multiplicity": 2, "mol_weight_g_mol": 849.47, "relative_energy_ev": 2.3872, "orbital_gap_ev": [6.3, 6.3], "largest_force_ev_per_a": 4.190}